# 1
73
Properties=species:S:1:pos:R:3:forces:R:3 method="wB97M-V/def2-TZVPD" total_charge=0 spin_multiplicity=4 orbital_gap_ev="5.126 / 4.514" de_lowest_kcal_mol=17.8 s2=3.767 largest_force_ha_per_bohr=0.0575
Ti 0.386 -0.095 -0.221 -1.67 -2.27 0.90
C -2.493 1.101 3.083 -0.07 0.00 -0.03
C -1.449 1.498 2.038 0.02 -0.10 -0.01
C -0.258 2.183 2.705 0.00 0.03 0.02
C -2.088 2.434 1.027 -0.03 0.16 -0.12
O -1.017 0.318 1.336 -0.19 0.04 0.67
Ge -0.183 -1.092 2.367 -0.05 0.02 0.31
O 1.443 -0.573 1.481 0.43 0.04 0.60
C 2.771 -0.520 2.048 -0.24 -0.14 0.03
C 2.715 -0.917 3.520 0.02 -0.02 0.04
C 3.669 -1.497 1.300 0.03 -0.07 -0.04
C 3.303 0.895 1.913 0.08 0.14 0.01
O -0.391 -2.178 0.854 0.00 -0.07 -0.07
C -1.400 -3.190 0.778 -0.02 0.16 0.10
C -2.744 -2.585 0.373 -0.04 0.01 0.00
C -0.931 -4.201 -0.253 -0.01 -0.18 -0.14
C -1.552 -3.896 2.128 0.01 -0.06 0.04
H -2.877 1.986 3.598 0.04 -0.06 -0.06
H -2.069 0.434 3.834 0.01 -0.01 0.00
H -3.329 0.588 2.599 0.04 0.05 0.03
H -0.563 3.139 3.140 0.02 -0.05 0.00
H 0.531 2.367 1.975 -0.03 0.01 -0.03
H 0.152 1.562 3.508 -0.01 0.01 0.00
H -2.640 3.219 1.549 0.02 0.01 -0.05
H -2.780 1.878 0.390 0.02 0.03 0.04
H -1.338 2.912 0.392 -0.06 -0.10 0.04
H 2.331 -1.933 3.641 0.04 0.03 0.00
H 2.071 -0.238 4.084 0.03 -0.03 -0.02
H 3.718 -0.876 3.954 -0.05 0.02 -0.03
H 3.228 -2.497 1.307 0.01 0.02 0.00
H 4.648 -1.543 1.785 -0.05 -0.02 -0.04
H 3.813 -1.185 0.265 -0.01 0.01 0.02
H 2.773 1.575 2.583 0.01 -0.02 -0.04
H 3.178 1.259 0.894 0.01 -0.01 -0.04
H 4.367 0.917 2.166 -0.08 0.04 0.01
H -2.685 -2.127 -0.615 -0.01 -0.02 0.06
H -3.035 -1.810 1.086 0.01 -0.03 -0.03
H -3.520 -3.357 0.357 0.06 0.07 0.01
H -0.775 -3.716 -1.218 0.02 -0.03 0.05
H -1.674 -4.994 -0.385 0.08 0.05 0.01
H 0.010 -4.656 0.069 -0.04 0.02 -0.02
H -1.992 -3.235 2.878 0.01 -0.02 -0.02
H -0.578 -4.229 2.496 -0.05 0.00 -0.03
H -2.204 -4.768 2.026 0.04 0.05 0.00
C -3.456 1.076 -2.888 0.07 0.07 -0.06
C -2.234 1.909 -2.699 -0.14 -0.05 -0.15
N -1.169 1.563 -2.017 0.03 0.24 0.12
C -0.315 2.624 -2.098 0.99 -0.45 0.88
C -0.859 3.623 -2.839 0.61 1.23 -0.23
N -2.066 3.153 -3.213 -1.09 -0.22 -0.43
C -0.495 5.024 -3.275 -0.01 -1.16 0.40
O 0.659 5.504 -2.903 1.01 -0.45 0.82
O -1.273 5.635 -3.954 -0.60 0.40 -0.46
C 0.947 2.594 -1.288 -0.44 0.32 -0.33
O 1.760 3.512 -1.359 0.29 0.96 -0.41
O 1.073 1.592 -0.529 1.02 2.17 -0.36
H -3.452 0.277 -2.150 0.00 0.00 0.01
H -3.483 0.627 -3.884 0.00 0.02 0.03
H -4.361 1.671 -2.762 0.01 -0.02 0.00
H -2.703 3.702 -3.773 -0.02 -0.05 0.02
H 1.169 4.849 -2.311 -0.41 0.25 -0.41
Se -1.422 -2.483 -4.131 -0.11 -0.14 -0.27
C -0.870 -1.588 -2.683 -0.14 0.48 0.86
N -0.752 -0.993 -1.674 -0.16 -0.97 -1.50
N 2.939 -2.244 -2.814 0.14 -0.05 -0.21
C 3.372 -0.991 -3.186 -0.10 -0.07 0.05
C 2.744 -0.129 -2.345 -0.01 -0.04 0.30
N 1.940 -0.837 -1.457 0.73 0.04 -1.08
C 2.074 -2.100 -1.789 0.08 -0.16 0.23
H 3.187 -3.113 -3.250 0.04 -0.04 0.01
H 4.063 -0.826 -3.997 -0.06 -0.05 0.09
H 2.842 0.941 -2.289 -0.06 0.01 0.01
H 1.602 -2.926 -1.277 -0.02 0.05 -0.08



# 2
16
Properties=species:S:1:pos:R:3:forces:R:3 method="wB97M-V/def2-TZVPD" total_charge=0 spin_multiplicity=1 orbital_gap_ev=10.088 smiles=C[C@H]1C[C@]1(C)O de_lowest_kcal_mol=23.9 largest_force_ha_per_bohr=0.0060
C 1.501 -0.277 1.210 -0.04 -0.01 0.05
C 0.972 -0.035 -0.188 0.09 0.09 0.01
C 0.073 -1.072 -0.830 -0.09 -0.16 -0.08
C -0.479 0.263 -0.446 0.08 -0.18 0.24
C -1.435 0.466 0.706 -0.01 -0.02 -0.01
O -0.731 1.064 -1.581 -0.06 0.13 -0.03
H 2.505 -0.716 1.174 -0.15 0.08 -0.01
H 1.556 0.647 1.799 0.03 -0.12 -0.11
H 0.864 -0.981 1.757 0.08 0.13 -0.08
H 1.651 0.484 -0.863 -0.12 -0.11 0.08
H 0.165 -1.233 -1.900 0.02 -0.02 0.17
H -0.187 -1.951 -0.245 0.03 0.15 -0.06
H -2.469 0.519 0.346 0.12 -0.06 0.01
H -1.209 1.395 1.248 -0.05 -0.13 -0.14
H -1.380 -0.356 1.426 0.03 0.12 -0.13
H -1.330 1.775 -1.340 0.04 0.09 0.08



# 3
85
Properties=species:S:1:pos:R:3:forces:R:3 method="wB97M-V/def2-TZVPD" total_charge=+4 spin_multiplicity=1 orbital_gap_ev="4.717 / 3.672" largest_force_ha_per_bohr=0.0807
N 5.303 0.800 7.193 0.01 0.29 0.22
C 4.026 0.751 7.567 -0.15 -0.17 -0.13
C 3.002 0.337 6.715 -0.10 -0.02 -0.42
C 3.327 -0.007 5.384 0.44 -0.05 0.54
C 4.693 0.032 5.017 -0.44 0.17 0.43
C 5.633 0.461 5.958 -0.32 -0.44 -0.48
C 2.299 -0.285 4.354 2.06 0.12 -0.44
Pb 1.046 -2.048 3.609 -3.04 -2.70 0.59
P -1.801 -3.715 -2.751 1.39 2.54 0.97
C 2.745 -0.822 3.068 0.96 3.98 -0.68
C 2.101 -0.399 1.835 0.84 -1.81 1.72
C 2.507 -1.024 0.618 0.18 -0.17 -1.68
C 2.134 -0.534 -0.589 -0.01 -0.80 0.58
C 1.071 0.508 -0.692 0.78 0.35 0.49
C 0.875 1.269 0.579 -0.20 -0.51 1.03
C 1.227 0.720 1.778 -0.99 1.50 -0.57
Br -0.587 -0.599 -0.964 -0.34 0.51 -0.28
H 1.376 0.336 4.408 0.53 -0.36 -0.07
H 3.704 -1.366 2.997 -0.65 0.07 0.20
H 1.971 0.295 7.079 0.34 0.09 -0.15
H 5.034 -0.228 4.021 -0.02 0.21 0.06
H 3.808 1.064 8.590 0.04 -0.16 -0.27
H 6.683 0.528 5.670 -0.20 -0.01 0.21
H 3.097 -1.946 0.672 0.10 0.53 -0.10
H 0.862 1.153 2.723 0.49 0.24 -0.76
H 2.405 -1.043 -1.516 0.01 0.09 0.43
H 0.354 2.232 0.529 0.14 -0.59 0.21
P 1.385 1.668 -2.091 0.61 0.31 -0.20
C -2.019 -3.898 -0.957 -0.62 -0.49 0.18
C -2.437 -5.355 -0.685 -0.04 -0.23 0.23
H -2.791 -3.192 -0.619 0.08 -0.20 -0.24
H -1.079 -3.629 -0.453 -0.12 -0.09 -0.32
H -2.843 -5.473 0.327 0.16 0.01 -0.26
H -3.212 -5.658 -1.401 0.10 -0.07 0.31
H -1.581 -6.032 -0.800 -0.26 0.10 0.03
C 0.001 -3.507 -3.032 0.11 -1.08 -0.20
C 0.367 -3.972 -4.445 0.22 -0.04 -0.27
H 0.511 -4.125 -2.277 -0.14 0.09 -0.21
H 0.262 -2.454 -2.833 -0.38 -0.33 -0.09
H 1.450 -4.078 -4.548 -0.16 0.06 0.00
H -0.078 -4.952 -4.658 0.18 0.21 -0.02
H 0.024 -3.267 -5.209 0.01 -0.13 0.10
C -2.504 -2.093 -3.263 -0.44 0.02 -0.76
C -3.830 -2.255 -4.011 -0.21 0.14 -0.07
H -1.771 -1.584 -3.914 -0.09 -0.43 0.19
H -2.624 -1.448 -2.375 -0.02 -0.58 -0.14
H -4.203 -1.277 -4.335 0.03 -0.22 0.07
H -3.702 -2.877 -4.902 -0.08 0.11 0.13
H -4.582 -2.715 -3.366 -0.03 0.04 -0.15
C -0.094 2.609 -2.509 -0.48 -0.36 -0.05
C 0.109 3.896 -3.329 0.09 0.53 -0.12
H -0.612 2.828 -1.563 0.09 -0.05 -0.25
H -0.736 1.906 -3.065 0.13 0.12 0.24
H 0.140 4.784 -2.682 0.13 -0.38 -0.18
H 1.015 3.905 -3.957 -0.29 -0.12 0.23
H -0.747 4.039 -3.997 0.23 -0.11 0.12
C 2.021 0.766 -3.517 -0.26 -0.18 -0.33
C 3.511 0.406 -3.480 0.45 -0.03 -0.10
H 1.835 1.437 -4.372 -0.06 -0.21 0.13
H 1.397 -0.129 -3.671 0.04 0.27 0.03
H 4.141 1.296 -3.586 -0.15 -0.25 -0.02
H 3.822 -0.109 -2.566 -0.06 0.15 -0.17
H 3.746 -0.264 -4.319 -0.12 0.28 0.19
C 2.716 2.751 -1.525 0.35 -0.16 0.00
C 2.338 3.990 -0.723 0.01 0.41 0.20
H 3.283 3.030 -2.422 -0.12 -0.04 0.11
H 3.393 2.120 -0.934 -0.10 -0.06 -0.18
H 3.189 4.271 -0.096 -0.13 0.04 -0.15
H 2.113 4.844 -1.372 -0.04 -0.26 0.20
H 1.503 3.814 -0.043 0.04 0.17 -0.10
N -3.708 2.816 0.832 1.09 -0.25 0.12
C -2.564 2.053 0.854 -1.99 0.85 0.11
N -2.727 0.971 1.612 -0.47 -0.53 0.75
C -4.004 1.027 2.138 1.36 2.13 -2.08
C -4.719 0.116 2.914 -0.92 -0.83 0.79
C -6.073 0.383 3.181 -0.23 -0.04 0.01
C -6.707 1.525 2.653 -0.28 -1.69 1.23
C -5.997 2.455 1.885 1.50 1.29 -1.06
C -4.651 2.202 1.659 -0.01 -0.47 -0.22
H -3.808 3.711 0.361 -0.05 -0.20 0.10
H -1.668 2.331 0.274 -0.79 -0.31 0.57
H -4.204 -0.779 3.254 -0.32 0.07 0.14
H -6.660 -0.318 3.791 0.35 0.38 -0.35
H -7.772 1.670 2.842 0.31 0.04 -0.03
H -6.458 3.353 1.471 -0.10 -0.32 0.15